Record 1
DFT (the ωB97M-V functional and the def2-TZVPD basis) results for a molecular structure, C15H35IN4O4Si2.

## Properties
Frontier orbital gap: 9.6715 eV
2S+1: 1
Calculated total energy: -54133.617 eV
E_HOMO: -9.130 eV

Geometry (Å):
C (-2.79, -0.73, 2.95)
C (-1.85, 0.05, 2.05)
N (-2.36, 0.26, 0.67)
C (-3.32, 1.39, 0.59)
C (-2.63, 2.71, 0.94)
Si (-1.04, 2.95, -0.06)
C (-1.01, 4.76, -0.56)
C (-0.08, 5.03, -1.70)
C (-0.72, 5.53, -2.97)
N (1.16, 4.82, -1.55)
O (0.30, 2.65, 0.87)
Si (1.41, 1.44, 0.61)
I (2.26, 1.31, -1.68)
C (-2.72, -0.93, 0.06)
C (-3.94, -0.98, -0.81)
O (-2.05, -1.94, 0.24)
H (-2.52, -0.53, 3.98)
H (-3.83, -0.45, 2.83)
H (-2.67, -1.80, 2.79)
H (-0.92, -0.48, 1.98)
H (-1.62, 1.01, 2.50)
H (-4.17, 1.21, 1.26)
H (-3.70, 1.48, -0.42)
H (-2.46, 2.77, 2.01)
H (-3.29, 3.52, 0.65)
H (-1.10, 2.06, -1.24)
H (-2.01, 5.14, -0.74)
H (-0.62, 5.28, 0.31)
H (-1.13, 6.52, -2.79)
H (-1.55, 4.88, -3.24)
H (0.00, 5.59, -3.78)
H (1.67, 5.03, -2.40)
H (2.59, 1.76, 1.44)
H (0.87, 0.15, 1.05)
H (-3.96, -1.93, -1.32)
H (-4.85, -0.83, -0.23)
H (-3.90, -0.20, -1.57)
C (3.99, -3.57, -4.35)
C (3.52, -2.32, -3.64)
O (4.29, -1.41, -3.37)
N (2.20, -2.23, -3.33)
C (1.16, -3.21, -3.59)
H (5.06, -3.48, -4.53)
H (3.81, -4.45, -3.74)
H (3.48, -3.70, -5.30)
H (1.96, -1.37, -2.86)
H (0.39, -2.78, -4.23)
H (0.69, -3.53, -2.67)
H (1.58, -4.08, -4.09)
C (2.51, -2.00, 4.97)
C (1.35, -2.03, 4.00)
O (0.35, -1.35, 4.18)
N (1.46, -2.84, 2.92)
C (2.57, -3.71, 2.57)
H (2.27, -1.31, 5.77)
H (2.69, -2.99, 5.40)
H (3.42, -1.66, 4.47)
H (0.66, -2.82, 2.31)
H (2.99, -3.42, 1.60)
H (2.24, -4.75, 2.51)
H (3.35, -3.64, 3.32)

Record 2
DFT (the ωB97M-V functional and the def2-TZVPD basis) results for a molecular structure, C16H22BF4GeNPdSe.

## Properties
Energy above the lowest of the compared OMol25 structures with the same formula, charge and spin: 352.71 kJ/mol
Frontier orbital gap: 5.5550 eV
2S+1: 1
Calculated total energy: -155330.038 eV
E_HOMO: -8.052 eV

Geometry (Å):
Pd (-0.41, 0.55, -0.93)
C (-1.60, -2.36, 1.12)
C (-0.39, -1.50, 0.89)
C (0.11, -0.66, 1.83)
C (1.24, 0.26, 1.54)
C (2.11, -0.18, 0.43)
C (1.62, -1.00, -0.52)
C (0.30, -1.56, -0.35)
H (-2.49, -1.87, 0.73)
H (-1.75, -2.54, 2.19)
H (-1.49, -3.33, 0.63)
H (-0.40, -0.53, 2.78)
H (1.79, 0.61, 2.41)
H (3.10, 0.26, 0.33)
H (2.20, -1.27, -1.39)
H (-0.04, -2.26, -1.09)
C (0.19, 4.40, 0.86)
Ge (0.98, 2.91, -0.09)
C (2.93, 2.98, -0.10)
C (0.40, 3.04, -1.95)
C (0.34, 1.33, 0.90)
H (0.48, 5.33, 0.36)
H (0.53, 4.44, 1.90)
H (-0.89, 4.29, 0.83)
H (3.23, 3.96, -0.48)
H (3.34, 2.22, -0.77)
H (3.35, 2.85, 0.89)
H (0.79, 4.02, -2.25)
H (-0.69, 3.05, -2.05)
H (0.82, 2.29, -2.61)
H (-0.55, 1.54, 1.48)
Se (-0.21, -0.60, -3.07)
C (-1.86, -0.44, -4.02)
C (-2.64, -1.55, -4.29)
C (-3.81, -1.39, -5.02)
N (-4.25, -0.22, -5.48)
C (-3.48, 0.85, -5.21)
C (-2.30, 0.79, -4.49)
H (-2.34, -2.53, -3.95)
H (-4.44, -2.25, -5.24)
H (-3.84, 1.80, -5.58)
H (-1.73, 1.69, -4.30)
F (-4.45, 1.54, -0.04)
B (-3.12, 1.43, -0.38)
F (-2.64, 0.11, 0.00)
F (-2.31, 2.37, 0.32)
F (-2.89, 1.59, -1.75)

Record 3
DFT (the ωB97M-V functional and the def2-TZVPD basis) results for a molecular structure, C3H5Br3Cl5.

## Properties
Frontier orbital gap: 7.0454 eV
2S+1: 1
Total charge: -1
Calculated total energy: -275934.114 eV
E_HOMO: -4.906 eV

Geometry (Å):
Cl (-1.42, 1.71, -0.43)
C (-1.73, 0.33, 2.82)
Cl (-2.22, 1.78, 3.70)
Cl (-1.85, -1.06, 3.90)
H (-2.37, 0.20, 1.95)
H (-0.69, 0.36, 2.51)
C (0.40, 0.10, -3.27)
Cl (-0.55, -0.03, -4.79)
Cl (2.19, 0.21, -3.78)
H (0.13, 1.08, -2.86)
H (0.29, -0.76, -2.61)
C (1.45, -0.69, 0.48)
Br (2.12, 0.29, 2.06)
Br (0.30, -2.19, 1.08)
Br (3.06, -1.28, -0.56)
H (0.90, -0.03, -0.19)

Record 4
DFT (the ωB97M-V functional and the def2-TZVPD basis) results for 10 unconnected molecules or ions with the total composition C37H97N3O12.

## Properties
Frontier orbital gap (alpha / beta): 1.3284 / 9.1674 eV
2S+1: 2
Total charge: -1
Calculated total energy: -68974.218 eV
E_HOMO (alpha / beta): 0.820 / -7.077 eV

Geometry (Å):
C (-3.42, 3.61, -3.56)
C (-4.89, 3.44, -4.12)
C (-4.96, 3.53, -5.65)
O (-5.41, 2.14, -3.76)
H (-3.28, 4.12, -2.61)
H (-2.72, 4.11, -4.23)
H (-3.14, 2.59, -3.28)
H (-5.38, 4.24, -3.56)
H (-4.74, 2.53, -6.04)
H (-4.40, 4.41, -5.94)
H (-5.96, 3.78, -6.01)
H (-6.36, 2.14, -3.93)
C (-2.65, -3.73, -3.78)
C (-2.69, -2.31, -3.29)
C (-1.61, -1.45, -3.96)
O (-4.02, -1.81, -3.56)
H (-2.72, -3.90, -4.85)
H (-3.64, -4.10, -3.49)
H (-1.78, -4.23, -3.37)
H (-2.43, -2.26, -2.23)
H (-1.40, -0.43, -3.64)
H (-1.65, -1.42, -5.05)
H (-0.68, -1.96, -3.71)
H (-4.00, -1.53, -4.48)
C (0.37, 7.62, 1.13)
C (-0.34, 8.56, 0.15)
C (-0.07, 8.20, -1.30)
O (-1.72, 8.34, 0.32)
H (0.19, 7.95, 2.15)
H (1.43, 7.53, 0.87)
H (-0.07, 6.63, 1.07)
H (-0.10, 9.62, 0.24)
H (0.92, 8.01, -1.71)
H (-0.29, 9.15, -1.80)
H (-0.70, 7.38, -1.62)
H (-2.15, 9.16, 0.08)
C (-2.20, -3.06, 2.76)
C (-1.30, -2.05, 3.55)
C (-1.27, -2.19, 5.06)
O (0.00, -2.18, 2.94)
H (-3.22, -2.66, 2.78)
H (-2.27, -4.02, 3.28)
H (-1.86, -3.28, 1.75)
H (-1.74, -1.12, 3.20)
H (-2.19, -2.17, 5.65)
H (-0.73, -1.33, 5.48)
H (-0.85, -3.13, 5.41)
H (0.24, -1.35, 2.51)
C (-2.62, 1.84, 4.50)
C (-3.81, 2.52, 5.23)
C (-4.44, 3.57, 4.46)
O (-4.80, 1.54, 5.48)
H (-2.76, 1.74, 3.42)
H (-2.49, 0.82, 4.87)
H (-1.63, 2.22, 4.72)
H (-3.52, 2.84, 6.24)
H (-5.03, 3.16, 3.64)
H (-3.61, 4.14, 4.05)
H (-5.15, 4.15, 5.06)
H (-4.41, 0.67, 5.61)
C (0.80, -6.29, 2.93)
C (1.24, -5.65, 1.55)
C (0.01, -5.34, 0.58)
O (2.01, -4.45, 1.75)
H (0.64, -7.37, 2.81)
H (-0.22, -6.08, 3.24)
H (1.54, -6.07, 3.69)
H (1.87, -6.38, 1.04)
H (-0.52, -4.43, 0.86)
H (-0.82, -6.05, 0.60)
H (0.37, -5.31, -0.44)
H (1.39, -3.85, 2.16)
C (-4.40, 0.80, -1.19)
C (-4.42, -0.50, -0.35)
C (-4.72, -0.19, 1.09)
O (-5.41, -1.37, -0.84)
H (-4.13, 0.61, -2.22)
H (-3.67, 1.59, -0.98)
H (-5.36, 1.32, -1.13)
H (-3.43, -0.94, -0.47)
H (-5.75, 0.17, 1.18)
H (-3.99, 0.57, 1.35)
H (-4.56, -1.11, 1.66)
H (-5.29, -1.39, -1.79)
C (5.22, -2.56, 1.00)
O (5.01, -1.47, 1.92)
C (4.76, -0.27, 1.22)
C (4.47, 0.84, 2.18)
N (3.38, 0.44, 3.04)
C (3.14, 1.63, 3.92)
C (1.80, 1.22, 4.66)
O (1.93, 0.56, 5.84)
C (2.28, -0.80, 5.79)
H (5.49, -3.44, 1.60)
H (6.11, -2.31, 0.41)
H (4.34, -2.78, 0.39)
H (3.91, -0.36, 0.54)
H (5.63, -0.03, 0.62)
H (4.10, 1.71, 1.64)
H (5.30, 1.20, 2.79)
H (3.62, -0.44, 3.46)
H (2.95, 2.51, 3.30)
H (4.00, 1.92, 4.53)
H (1.24, 0.57, 3.98)
H (1.33, 2.16, 4.94)
H (3.33, -0.97, 5.53)
H (1.56, -1.32, 5.16)
H (2.18, -1.30, 6.76)
C (6.21, -4.54, -5.48)
O (5.78, -3.34, -4.85)
C (5.98, -3.26, -3.43)
C (5.68, -1.84, -2.70)
N (4.21, -1.85, -2.33)
C (3.68, -0.52, -2.60)
C (3.28, -0.52, -4.04)
O (2.28, -1.50, -4.17)
C (2.14, -2.01, -5.50)
H (5.58, -5.38, -5.20)
H (7.16, -4.90, -5.08)
H (6.28, -4.55, -6.57)
H (7.02, -3.56, -3.32)
H (5.47, -4.14, -3.04)
H (5.83, -1.09, -3.48)
H (6.34, -1.64, -1.85)
H (3.72, -2.49, -2.94)
H (4.36, 0.31, -2.39)
H (2.82, -0.24, -1.98)
H (4.16, -0.75, -4.64)
H (2.92, 0.51, -4.18)
H (3.08, -2.45, -5.83)
H (1.75, -1.19, -6.11)
H (1.43, -2.83, -5.33)
C (0.85, -1.18, -0.51)
C (0.94, 0.25, 0.01)
C (-0.28, 1.10, -0.41)
O (-0.23, 2.39, 0.13)
C (-1.45, 3.10, 0.12)
N (0.89, 0.07, 1.49)
H (0.72, -1.29, -1.59)
H (0.04, -1.66, 0.03)
H (1.67, -1.80, -0.15)
H (1.88, 0.74, -0.23)
H (-1.16, 0.58, -0.03)
H (-0.39, 1.15, -1.49)
H (-2.03, 3.08, 1.04)
H (-2.13, 2.77, -0.66)
H (-1.27, 4.17, 0.19)
H (1.84, -0.07, 1.81)
H (0.78, 1.01, 1.85)

Record 5
DFT (the ωB97M-V functional and the def2-TZVPD basis) results for C5H7FN2 in the gas phase.

## Properties
Energy above the lowest of the compared OMol25 structures with the same formula, charge and spin: 547.59 kJ/mol
Frontier orbital gap: 8.6101 eV
2S+1: 1
Calculated total energy: -10990.632 eV
E_HOMO: -8.327 eV

Geometry (Å):
C (-0.36, 1.58, -0.32)
C (0.36, 0.61, 0.12)
C (-1.74, -0.37, 0.64)
C (1.36, -1.48, -0.48)
C (1.44, -0.29, 0.56)
N (-2.42, 0.56, 0.14)
N (-1.77, 1.65, -0.25)
F (-2.18, -1.54, 1.01)
H (-0.02, 2.50, -0.61)
H (1.39, -2.38, 0.03)
H (2.11, -1.44, -1.20)
H (0.38, -1.36, -0.94)
H (2.38, 0.15, 0.57)
H (1.21, -0.46, 1.65)
H (-2.15, 2.28, -0.92)